[1]
Molecular formula: C43H52IN7O6PRb
Method: DFT, ωB97M-V/def2-TZVPD

Element x y z (Å)
1 Rb -0.21917 0.65806 -0.53358
2 C 3.17426 2.18236 -2.18645
3 C 3.17687 0.71370 -2.64720
4 N 1.91039 0.27565 -3.15516
5 C 1.37812 0.84946 -4.36102
6 C -0.06744 1.34354 -4.20965
7 N -0.24737 2.14469 -3.02525
8 C 0.44661 3.40666 -2.91934
9 C 1.20728 3.59417 -1.59876
10 N 2.09584 2.48968 -1.26529
11 H 3.09940 2.83587 -3.06094
12 H 4.15670 2.39116 -1.74178
13 H 3.42457 0.08579 -1.78882
14 H 4.00585 0.60542 -3.37505
15 H 1.61232 -0.66198 -2.94070
16 H 1.40444 0.15415 -5.21335
17 H 2.02111 1.68878 -4.64518
18 H -0.71616 0.47015 -4.11264
19 H -0.34668 1.85892 -5.14827
20 H -1.20369 2.19643 -2.69417
21 H -0.24180 4.25759 -3.01038
22 H 1.14555 3.49887 -3.75686
23 H 0.47740 3.68391 -0.79055
24 H 1.73121 4.56560 -1.66144
25 H 2.41476 2.55638 -0.30919
26 I 2.93628 -1.11992 1.08708
27 C 4.34269 0.01705 2.19050
28 C 5.62945 -0.36912 1.90885
29 C 6.73235 0.14288 2.61449
30 C 6.51860 1.01853 3.62984
31 C 5.21238 1.45245 3.95056
32 C 5.05289 2.32691 5.04962
33 C 3.82014 2.76047 5.42294
34 C 2.70899 2.39109 4.64934
35 C 2.80497 1.59276 3.53547
36 P 1.28633 1.49825 2.49191
37 C 0.81800 3.24717 2.21927
38 C -0.48250 3.46841 1.75575
39 C -0.88869 4.72296 1.33334
40 C 0.00873 5.78373 1.36299
41 C 1.30779 5.57627 1.80726
42 C 1.71409 4.31670 2.23133
43 C 0.02976 0.95806 3.70816
44 C -0.19694 -0.41669 3.78297
45 C -1.09629 -0.92850 4.70712
46 C -1.78813 -0.07443 5.55251
47 C -1.58613 1.29776 5.46728
48 C -0.68309 1.81099 4.54915
49 C 4.07421 1.01087 3.19278
50 H 5.79056 -1.10661 1.13518
51 H 7.73372 -0.18460 2.36485
52 H 7.34452 1.40062 4.21927
53 H 5.93827 2.61978 5.60295
54 H 3.69524 3.40239 6.28612
55 H 1.73479 2.77871 4.91984
56 H -1.19520 2.65308 1.69076
57 H -1.89579 4.83782 0.95050
58 H -0.29855 6.76545 1.02396
59 H 2.01453 6.39810 1.82121
60 H 2.73000 4.16487 2.57710
61 H 0.28868 -1.08283 3.07901
62 H -1.27383 -1.99573 4.74172
63 H -2.50128 -0.47428 6.26289
64 H -2.14048 1.97139 6.10964
65 H -0.54815 2.88425 4.47557
66 N 1.68414 -3.18179 -1.07195
67 C 0.28573 -3.61222 -1.22963
68 C 0.07285 -4.57728 -2.39580
69 C -1.37600 -5.01464 -2.61896
70 C -1.89648 -5.97569 -1.55098
71 N -2.41843 -5.29546 -0.38355
72 C -2.19704 -5.92398 0.86608
73 N -2.77455 -5.13853 1.93137
74 N -2.61726 -7.28881 0.82408
75 C -0.49992 -2.33078 -1.48804
76 O -1.30241 -1.86001 -0.58999
77 O -0.33015 -1.73283 -2.55618
78 H 2.02827 -2.83618 -1.96252
79 H 2.26271 -3.96474 -0.79013
80 H -0.01977 -4.07649 -0.29255
81 H 0.69253 -5.46273 -2.22516
82 H 0.44750 -4.07686 -3.29579
83 H -1.43649 -5.51313 -3.59186
84 H -2.02902 -4.13721 -2.69593
85 H -1.08211 -6.64847 -1.23650
86 H -2.67389 -6.61475 -1.97700
87 H -2.23161 -4.30372 -0.36135
88 H -2.60798 -4.14921 1.78620
89 H -2.34900 -5.39426 2.80576
90 H -3.67020 -7.32985 0.85159
91 H -2.28108 -7.76751 1.64311
92 O -4.24676 3.29742 -0.21754
93 C -3.51948 2.51623 -0.84764
94 O -2.25782 2.45209 -0.81385
95 C -4.20029 1.52710 -1.80552
96 C -5.54499 1.69503 -2.10730
97 C -6.22380 0.83939 -2.98075
98 C -5.49709 -0.19238 -3.52012
99 O -5.91010 -1.16790 -4.40344
100 C -4.82663 -2.10013 -4.44011
101 O -3.67774 -1.45965 -3.91633
102 C -4.15893 -0.36857 -3.22620
103 C -3.47842 0.46865 -2.38144
104 H -6.05808 2.51474 -1.62259
105 H -7.27268 0.97036 -3.21264
106 H -4.63954 -2.38926 -5.47424
107 H -5.07579 -2.97254 -3.82443
108 H -2.43633 0.28559 -2.15711
109 C -1.13506 -2.03974 0.92960
110 H -0.87209 -3.09427 1.07337
111 H -2.18201 -1.93710 1.24389

Properties
ΔE to the lowest compared entry with this formula, charge and spin (kJ/mol): 195.9
Total charge: -2
Maximum force (eV Å⁻¹): 2.46
LUMO (alpha / beta) (Ha): 0.1301 / 0.1303
HOMO level (alpha / beta) (eV): -1.98 / 0.77


[2]
Molecular formula: C43H53AgAsCl2NO10SSi
Method: DFT, ωB97M-V/def2-TZVPD

Element x y z (Å)
1 Ag 0.00874 1.98266 -0.54290
2 C -3.37031 -1.23981 -0.83220
3 C -2.13121 -1.42248 -1.70292
4 C -0.98329 -1.95172 -0.85504
5 C -2.43912 -2.35666 -2.87106
6 O -1.81817 -0.11270 -2.18759
7 Si -0.77342 0.39819 -3.35881
8 S -0.15175 2.32297 -2.98688
9 O 0.38450 -0.76722 -3.45264
10 C 1.40529 -1.03862 -4.40299
11 C 0.87930 -2.12413 -5.34032
12 C 2.60526 -1.54002 -3.61076
13 C 1.78833 0.20543 -5.19993
14 O -1.53692 0.24593 -4.84337
15 C -2.58262 1.04389 -5.38094
16 C -3.51646 1.57581 -4.29433
17 C -3.35651 0.12831 -6.32580
18 C -1.96311 2.20371 -6.15762
19 H -3.68385 -2.19871 -0.41120
20 H -4.19420 -0.82780 -1.42250
21 H -3.13929 -0.55281 -0.01678
22 H -1.28910 -2.86471 -0.33480
23 H -0.68718 -1.21544 -0.10632
24 H -0.10300 -2.16546 -1.45839
25 H -2.71592 -3.34732 -2.49960
26 H -1.56527 -2.45637 -3.51503
27 H -3.26511 -1.96283 -3.46908
28 H 0.60740 -3.00918 -4.76111
29 H 1.63761 -2.40501 -6.07651
30 H -0.00928 -1.75976 -5.85942
31 H 2.32432 -2.39374 -2.99192
32 H 2.95561 -0.75362 -2.94255
33 H 3.42256 -1.82804 -4.27760
34 H 0.93136 0.58188 -5.76212
35 H 2.59110 -0.04188 -5.90034
36 H 2.12472 0.99750 -4.53075
37 H -3.93014 0.75340 -3.70803
38 H -4.33604 2.13324 -4.75593
39 H -2.97575 2.23772 -3.61526
40 H -3.78413 -0.70706 -5.76784
41 H -2.68177 -0.27505 -7.08373
42 H -4.16339 0.67260 -6.82365
43 H -1.37247 2.82164 -5.48050
44 H -2.73772 2.81796 -6.62548
45 H -1.30430 1.81347 -6.93713
46 C 0.50857 -5.56544 5.98654
47 C -0.08650 -5.71075 4.74306
48 C -0.13631 -4.63100 3.86768
49 C 0.39676 -3.39608 4.22221
50 C 0.99436 -3.26295 5.47415
51 C 1.05111 -4.33752 6.34886
52 As 0.21714 -1.91504 2.91231
53 C 1.71464 -0.85140 3.55700
54 C 3.05451 -1.03058 3.24527
55 C 3.99786 -0.14957 3.75504
56 C 3.60163 0.90944 4.56668
57 C 2.26496 1.08884 4.88125
58 C 1.31423 0.20387 4.38069
59 C -0.13566 0.25820 4.65520
60 C -0.78718 1.22569 5.41283
61 C -2.15456 1.12702 5.62661
62 C -2.87896 0.07204 5.08374
63 C -2.23841 -0.87540 4.29500
64 C -0.87192 -0.78462 4.08173
65 H 0.55525 -6.40452 6.67067
66 H -0.50668 -6.66532 4.44867
67 H -0.58914 -4.75183 2.88938
68 H 1.41824 -2.30858 5.76524
69 H 1.51983 -4.21797 7.31883
70 H 3.35106 -1.82715 2.57574
71 H 5.04355 -0.27564 3.50085
72 H 4.33978 1.60886 4.94064
73 H 1.95987 1.93073 5.49081
74 H -0.23976 2.06822 5.81586
75 H -2.66184 1.89014 6.20440
76 H -3.94819 0.00876 5.24705
77 H -2.81049 -1.67441 3.83595
78 C -4.34127 2.42195 0.77241
79 C -3.84546 2.04218 2.18319
80 C -2.33032 2.06748 2.02034
81 O -2.13930 1.56282 0.70186
82 C -3.08259 2.27508 -0.10572
83 H -4.70763 3.44880 0.74049
84 H -5.14823 1.76615 0.44130
85 H -4.16434 1.03040 2.44263
86 H -4.19563 2.72137 2.96201
87 H -1.78536 1.42870 2.71039
88 H -1.93939 3.08677 2.07918
89 H -3.22214 1.70047 -1.01994
90 H -2.66345 3.25375 -0.35731
91 Cl 1.33772 2.92806 2.22563
92 C 0.73124 4.56829 2.49005
93 Cl -0.17308 4.62537 4.04918
94 C -0.18157 5.11462 1.33101
95 O -0.39192 6.32919 1.44311
96 O -0.55004 4.29623 0.47043
97 H 1.58234 5.22475 2.62708
98 O 2.17211 -1.75466 0.39515
99 C 2.13506 -0.51849 0.28623
100 O 1.20515 0.26438 0.60894
101 C 3.40411 0.14774 -0.26439
102 C 3.43342 1.50198 -0.57485
103 C 4.58406 2.09381 -1.08404
104 C 5.72945 1.34194 -1.27528
105 C 5.68686 -0.00548 -0.94754
106 C 4.54805 -0.61621 -0.45441
107 N 6.90266 -0.81052 -1.14136
108 O 7.88873 -0.26082 -1.60789
109 O 6.87672 -1.98372 -0.82222
110 H 2.53684 2.08705 -0.41757
111 H 4.58375 3.14683 -1.33427
112 H 6.63897 1.77131 -1.66737
113 H 4.52142 -1.67178 -0.22673

Properties
ΔE to the lowest compared entry with this formula, charge and spin (kJ/mol): 0.0
Total charge: -2
Maximum force (eV Å⁻¹): 0.20
LUMO (Ha): 0.1380
HOMO level (eV): -2.96


[3]
Molecular formula: C43H53N2OS4SbSi4W
Method: DFT, ωB97M-V/def2-TZVPD

Element x y z (Å)
1 W -0.33449 -0.34238 -0.00610
2 C 1.44358 1.76992 4.53626
3 Sb 0.85033 1.77698 2.45693
4 C -0.06937 -0.24418 2.16013
5 C -1.39719 0.01310 2.83654
6 C -2.51333 -0.83119 2.80448
7 C -3.68292 -0.43910 3.42445
8 C -3.74240 0.78827 4.07332
9 C -2.59525 1.55499 4.08993
10 N -1.46120 1.16872 3.50866
11 Si 0.67319 -1.80542 2.96132
12 C 0.77954 -1.57506 4.82140
13 C -0.42718 -3.31648 2.72828
14 C 2.33717 -2.37905 2.29736
15 C 2.94723 1.69965 1.45852
16 C 2.98757 0.59639 0.45739
17 C 4.15352 0.15723 -0.21073
18 C 4.13472 -0.96021 -1.01372
19 C 2.95888 -1.69720 -1.18153
20 C 1.85543 -1.17906 -0.56182
21 N 1.86857 -0.07573 0.18449
22 Si 2.83100 3.39573 0.56590
23 C 4.36477 3.73632 -0.46194
24 C 2.64483 4.83841 1.75246
25 C 1.30419 3.45490 -0.53471
26 Si 4.40130 1.57508 2.68448
27 C 4.42959 3.00434 3.90422
28 C 4.38411 -0.06230 3.61066
29 C 6.14348 1.63133 1.95067
30 H 0.63959 1.28570 5.08368
31 H 1.49335 2.81386 4.84650
32 H 2.38800 1.28670 4.76315
33 H -2.46967 -1.76802 2.27341
34 H -4.55267 -1.08372 3.38723
35 H -4.64605 1.13414 4.55474
36 H -2.56870 2.51608 4.59202
37 H -0.17911 -1.22167 5.21088
38 H 1.54871 -0.87596 5.14515
39 H 0.98773 -2.54314 5.28528
40 H -1.32077 -3.29346 3.35296
41 H 0.15485 -4.19433 3.02491
42 H -0.73828 -3.45948 1.69040
43 H 3.04695 -1.59756 2.03941
44 H 2.19450 -3.01958 1.42473
45 H 2.79768 -2.99884 3.07233
46 H 5.06573 0.71847 -0.09457
47 H 5.03931 -1.27161 -1.52023
48 H 2.91075 -2.59226 -1.78345
49 H 0.91401 -1.83204 -0.52512
50 H 5.21321 4.00220 0.17052
51 H 4.17352 4.58305 -1.12684
52 H 4.65406 2.88577 -1.08007
53 H 3.55398 5.09351 2.29134
54 H 1.83955 4.69255 2.47552
55 H 2.36912 5.70313 1.14075
56 H 1.49389 4.05511 -1.42892
57 H 0.47920 3.92258 0.00525
58 H 0.95054 2.47213 -0.85743
59 H 3.46071 3.36002 4.24410
60 H 4.97324 3.84946 3.47956
61 H 4.99260 2.67206 4.78114
62 H 3.39478 -0.42025 3.88796
63 H 4.97247 0.04740 4.52601
64 H 4.86141 -0.84232 3.01310
65 H 6.29495 2.42272 1.21636
66 H 6.45596 0.68377 1.51066
67 H 6.82235 1.83145 2.78549
68 O -7.18696 0.52105 0.00487
69 C -6.00628 0.37976 -0.11914
70 S -4.82796 1.71137 0.03027
71 C -3.41450 0.71616 -0.12397
72 C -3.58705 -0.59826 -0.29972
73 S -2.17439 -1.64209 -0.40436
74 S -5.21390 -1.20656 -0.32708
75 S -1.78555 1.38317 -0.12503
76 C 4.54753 0.58748 -4.39942
77 C 4.03293 1.60082 -3.60576
78 C 2.75250 1.49372 -3.07704
79 C 1.93409 0.39233 -3.34510
80 C 2.47441 -0.60902 -4.16283
81 C 3.76119 -0.52199 -4.67483
82 Si 0.15988 0.20838 -2.66725
83 C -0.87126 1.62671 -3.36910
84 C -2.25904 1.46382 -3.45654
85 C -3.07763 2.47567 -3.92917
86 C -2.52220 3.68654 -4.32761
87 C -1.14940 3.86193 -4.26915
88 C -0.33341 2.83625 -3.80253
89 C -0.45531 -1.32957 -3.61591
90 C -0.97972 -1.16146 -4.90139
91 C -1.34831 -2.24684 -5.68462
92 C -1.19258 -3.53859 -5.20324
93 C -0.67162 -3.73374 -3.93251
94 C -0.31443 -2.64021 -3.15612
95 H 5.54617 0.66779 -4.81043
96 H 4.62997 2.48070 -3.40049
97 H 2.38814 2.29547 -2.44947
98 H 1.88106 -1.48138 -4.40636
99 H 4.14416 -1.31754 -5.30249
100 H -2.70785 0.52191 -3.15439
101 H -4.14865 2.32358 -3.98470
102 H -3.15851 4.48321 -4.69183
103 H -0.70767 4.79645 -4.59277
104 H 0.73935 2.98949 -3.78443
105 H -1.10496 -0.16092 -5.29970
106 H -1.75775 -2.08203 -6.67356
107 H -1.48061 -4.38686 -5.81104
108 H -0.55261 -4.73652 -3.54106
109 H 0.07062 -2.83539 -2.16078

Properties
ΔE to the lowest compared entry with this formula, charge and spin (kJ/mol): 44.9
Total charge: 0
Maximum force (eV Å⁻¹): 0.70
LUMO (alpha / beta) (Ha): -0.0352 / -0.0351
HOMO level (alpha / beta) (eV): -7.62 / -7.62


[4]
Molecular formula: C43H53N8O8PS2Ta
Method: DFT, ωB97M-V/def2-TZVPD

Element x y z (Å)
1 Ta 12.88953 13.72776 12.75625
2 N 11.20953 21.57720 12.31667
3 C 11.40175 20.32181 12.84598
4 C 10.36091 19.53560 13.38283
5 C 10.65844 18.24324 13.75935
6 C 11.92177 17.68891 13.54262
7 C 12.95975 18.46311 12.99903
8 C 12.71165 19.77713 12.65772
9 S 12.43003 16.10400 14.18079
10 O 12.87215 16.11541 15.55694
11 O 13.49923 15.72495 13.20855
12 N 11.40237 15.03362 13.76276
13 C 10.09297 14.74259 14.21708
14 N 9.43463 13.77868 13.52834
15 C 8.11375 13.58942 13.64549
16 C 7.47302 14.27960 14.66245
17 C 8.20241 15.15841 15.39731
18 N 9.53850 15.44577 15.23021
19 H 10.58098 22.22368 12.77169
20 H 11.90240 22.00151 11.70873
21 H 9.33218 19.94605 13.48118
22 H 9.88807 17.61985 14.26471
23 H 13.96720 18.02824 12.75283
24 H 13.42182 20.54053 12.37339
25 H 7.65909 12.94210 12.94740
26 H 6.47251 13.94735 15.01999
27 H 7.86446 15.66273 16.29936
28 N 13.73783 16.19260 10.36295
29 C 14.86259 15.48564 10.67350
30 C 16.08472 15.94506 10.23292
31 C 17.22391 15.22820 10.64004
32 C 17.04272 13.95485 11.19476
33 C 15.76934 13.50484 11.45924
34 N 14.70071 14.30486 11.32796
35 C 12.35234 15.83717 10.18217
36 C 11.54800 16.64336 9.38768
37 C 10.18811 16.40671 9.28907
38 C 9.67256 15.35105 10.07072
39 C 10.53837 14.58411 10.88010
40 N 11.88854 14.78443 10.93059
41 H 13.83528 17.06517 9.85518
42 H 16.08085 16.86090 9.62991
43 H 18.18224 15.65288 10.51917
44 H 17.85452 13.30439 11.51556
45 H 15.52263 12.53427 11.78206
46 H 12.00958 17.59149 9.05634
47 H 9.50283 16.97743 8.73304
48 H 8.56956 15.12342 10.24173
49 H 10.16952 13.72084 11.44626
50 O 14.32914 13.31046 14.07629
51 S 15.63185 14.19656 14.49244
52 C 16.95742 12.96518 14.55376
53 C 18.23115 13.37580 14.14317
54 C 19.26327 12.42745 14.14685
55 C 19.03770 11.13519 14.51951
56 C 17.80952 10.72754 14.96523
57 C 16.73562 11.62384 14.86328
58 C 15.33590 14.59911 16.21614
59 C 16.09169 15.66641 16.76082
60 C 15.71000 16.21956 17.96109
61 C 14.74255 15.53186 18.72888
62 C 14.19862 14.32594 18.24314
63 C 14.53350 13.77671 17.04368
64 H 18.35237 14.40492 13.81867
65 H 20.27257 12.82074 14.01117
66 H 19.78889 10.32608 14.34471
67 H 17.67602 9.74431 15.42479
68 H 15.67716 11.30088 14.81830
69 H 16.88943 16.15528 16.22825
70 H 16.12533 17.19799 18.15287
71 H 14.43646 15.87008 19.71375
72 H 13.47929 13.73427 18.87247
73 H 14.16986 12.85913 16.62364
74 C 10.90175 11.52520 16.51916
75 N 12.08322 10.96166 15.76652
76 C 12.78626 9.81349 16.30731
77 C 12.42402 11.51086 14.62642
78 O 11.82355 12.47865 14.08592
79 H 10.20636 11.84618 15.77428
80 H 11.18969 12.40657 17.14277
81 H 10.44395 10.73214 17.01671
82 H 13.49238 10.24254 17.07391
83 H 13.39318 9.36577 15.56335
84 H 12.10711 9.10205 16.79581
85 H 13.21984 11.10619 14.07372
86 C 12.98712 12.60035 8.03371
87 C 13.37906 11.20228 8.44506
88 C 12.98128 10.30908 7.28345
89 C 14.81025 11.00367 8.77634
90 O 12.53089 10.76023 9.58668
91 P 12.90042 10.74712 11.11097
92 O 12.45769 12.25028 11.50663
93 O 14.30430 10.56195 11.64526
94 O 11.98072 9.67973 11.76973
95 C 10.59456 9.01305 11.70958
96 C 9.97785 9.33546 10.31317
97 C 9.86920 9.54382 12.86983
98 C 10.91811 7.51618 11.70574
99 H 13.60190 12.98009 7.15969
100 H 13.19922 13.19828 8.90925
101 H 11.86740 12.63879 7.84416
102 H 13.59620 10.59073 6.37470
103 H 11.86958 10.40870 7.10034
104 H 13.19197 9.24843 7.43441
105 H 15.40765 11.06674 7.85228
106 H 14.97468 9.99603 9.20203
107 H 15.18563 11.66565 9.49901
108 H 9.95977 10.36527 10.04335
109 H 8.91628 8.97710 10.41088
110 H 10.55098 8.73338 9.56536
111 H 9.96792 10.60398 12.95228
112 H 10.27165 9.01407 13.78387
113 H 8.82494 9.20737 12.80888
114 H 11.53988 7.07469 10.83776
115 H 9.95412 6.92507 11.70304
116 H 11.45348 7.30278 12.69093

Properties
ΔE to the lowest compared entry with this formula, charge and spin (kJ/mol): 82.4
Total charge: +3
Maximum force (eV Å⁻¹): 4.86
LUMO (Ha): -0.3196
HOMO level (eV): -14.71